Record 1
DFT (ωB97M-V/def2-TZVPD) results for the ion C4H6NO with charge -1 in a non-equilibrium geometry.

XYZ file:
```
12
Properties=species:S:1:pos:R:3:forces:R:3
C 0.214 0.396 0.369 -0.372 4.953 -3.929
C 0.265 -1.066 1.916 -0.088 -1.242 0.750
C -0.450 -0.821 -0.177 -0.141 -1.290 -0.100
C 0.948 1.394 -0.821 -4.350 0.667 2.412
N -0.606 -1.562 1.100 2.301 1.720 1.970
O -1.419 -2.483 1.370 -2.507 -2.058 -0.772
H -0.587 1.151 0.801 1.527 -1.914 -0.367
H -1.384 -0.468 -0.627 -0.419 -0.433 0.283
H -0.011 -1.578 -0.892 0.257 1.345 0.376
H 0.391 1.455 -1.795 0.617 -0.549 0.539
H 1.958 1.182 -0.904 1.969 -0.159 -0.372
H 0.683 2.400 -0.340 1.205 -1.042 -0.792
```
Forces are in eV/Å.

As for the spin multiplicity: 3. Its total energy is -285.70282 hartree. Its charge is -1. The frontier orbital gap (alpha / beta) comes out at 4.71 / 6.60 eV. The value obtained for the HOMO energy (alpha / beta) is -0.532 / -2.744 eV.

Löwdin population analysis, charges in e, atoms 1 to 2: atom 1 (C): -0.214, atom 2 (C): -0.007

Record 2
DFT (ωB97M-V/def2-TZVPD) results for an isolated molecule of CH5O2PS in a non-equilibrium geometry.

XYZ file:
```
10
Properties=species:S:1:pos:R:3:forces:R:3
C 0.056 0.282 -0.183 -1.160 5.025 -0.497
O -0.769 -0.030 -1.206 0.222 -0.450 0.273
O 0.899 1.338 -0.595 0.223 -0.942 0.708
P 1.339 -1.391 0.248 2.280 -1.376 2.036
S -0.777 0.800 1.460 0.023 -0.709 -0.680
H -1.524 0.560 -1.217 -0.289 0.207 -0.209
H 1.600 1.508 0.088 -0.921 -0.425 -0.677
H 0.568 -1.922 -0.706 -1.010 -0.734 -1.760
H 0.622 -2.127 1.180 0.185 -0.391 0.668
H -2.016 0.984 0.930 0.446 -0.205 0.137
```
Forces are in eV/Å.

As for the spin multiplicity: 3. Its total energy is -930.90008 hartree. The frontier orbital gap (alpha / beta) comes out at 5.76 / 6.87 eV. The value obtained for the HOMO energy (alpha / beta) is -5.373 / -9.845 eV.

Löwdin population analysis, charges in e, atoms 1 to 2: atom 1 (C): -1.032, atom 2 (O): -0.040

Record 3
DFT (ωB97M-V/def2-TZVPD) results for the ion C26H26FN4O2 with charge +1 in a non-equilibrium geometry.

XYZ file:
```
59
Properties=species:S:1:pos:R:3:forces:R:3
C 5.285 1.126 0.195 0.303 -0.240 -0.145
C 3.911 0.514 0.181 -0.068 -0.998 -0.010
O 3.688 -0.643 -0.170 0.308 1.586 0.310
N 2.891 1.356 0.627 -0.129 -0.390 -0.199
C 3.130 2.636 1.290 -0.211 0.485 -0.325
C 2.323 2.746 2.575 0.446 -0.202 0.180
N 0.932 2.443 2.328 -0.137 -0.423 -0.401
C 0.026 2.783 3.398 -0.246 -0.094 0.359
C -1.406 2.653 2.915 -0.092 0.406 -0.172
N -1.635 1.311 2.404 -0.179 -1.106 0.339
C -2.901 0.707 2.545 -0.046 -1.051 0.706
C -4.045 1.685 2.615 -0.306 -0.036 -0.006
O -3.050 -0.510 2.630 0.429 1.780 -0.649
C -0.625 0.722 1.626 0.124 -0.021 -0.490
C -0.825 -0.409 0.856 -0.194 0.164 -0.572
N -0.127 -0.589 -0.331 2.558 1.485 3.382
C -0.773 -0.994 -1.548 -0.882 -0.705 -2.321
C 0.242 -1.319 -2.639 0.285 -0.266 0.276
C 0.617 -0.307 -3.530 -0.137 -0.476 -0.199
C 1.378 -0.621 -4.655 -0.013 -0.233 0.114
C 1.753 -1.951 -4.895 -0.128 0.023 0.134
C 1.508 -2.930 -3.924 -0.056 0.205 0.073
C 0.814 -2.592 -2.752 -0.062 0.044 -0.512
C -1.897 -2.014 -1.347 -0.310 -0.263 -0.338
C -2.978 -1.627 -0.554 -0.295 -0.110 0.347
C -3.984 -2.527 -0.196 0.194 0.037 -0.189
C -3.994 -3.816 -0.733 0.155 0.160 -0.091
C -3.002 -4.130 -1.653 -0.041 -0.509 -0.460
F -3.033 -5.364 -2.268 0.051 1.285 0.612
C -1.974 -3.252 -1.998 -0.070 -0.287 0.303
C 1.131 -0.002 -0.385 -1.210 -0.357 -0.309
C 1.561 0.891 0.574 -0.430 -0.048 0.496
C 0.619 1.395 1.511 0.551 0.101 -0.026
H 5.301 2.085 -0.337 0.023 -0.185 0.216
H 5.626 1.264 1.230 -0.001 0.026 -0.297
H 5.962 0.430 -0.302 -0.112 0.111 0.110
H 4.189 2.745 1.527 -0.264 -0.028 -0.079
H 2.838 3.463 0.621 0.145 -0.227 0.133
H 2.740 2.058 3.334 -0.128 0.123 -0.148
H 2.379 3.761 2.989 0.084 -0.201 -0.215
H 0.193 2.131 4.274 -0.073 0.144 -0.191
H 0.233 3.813 3.702 -0.114 -0.122 -0.032
H -2.084 2.826 3.754 0.188 0.045 -0.192
H -1.612 3.402 2.129 0.103 -0.134 0.293
H -3.940 2.473 1.854 -0.029 -0.170 0.326
H -4.970 1.131 2.440 0.174 0.102 0.079
H -4.110 2.146 3.613 -0.007 -0.102 -0.332
H -1.572 -1.137 1.144 -0.038 0.412 -0.431
H -1.302 -0.109 -1.950 0.258 -0.007 0.436
H 0.288 0.715 -3.334 -0.025 -0.213 -0.236
H 1.647 0.164 -5.355 -0.061 -0.177 0.050
H 2.219 -2.223 -5.849 -0.053 0.139 0.505
H 1.808 -3.969 -4.094 0.028 0.480 0.117
H 0.639 -3.340 -1.975 0.122 0.234 -0.345
H -3.007 -0.609 -0.161 -0.198 -0.409 -0.160
H -4.742 -2.216 0.524 0.123 -0.117 -0.305
H -4.765 -4.540 -0.475 0.236 0.150 -0.089
H -1.264 -3.552 -2.765 -0.289 -0.015 0.333
H 1.749 -0.282 -1.231 -0.261 0.195 0.234
```
Forces are in eV/Å.

Its total energy is -1475.51819 hartree. The SMILES is CC(=O)N1CCN2CCN(C(C)=O)c3c[n+]([C@@H](c4ccccc4)c4cccc(F)c4)cc1c32. Its charge is +1. The frontier orbital gap comes out at 8.15 eV. The value obtained for the HOMO energy is -11.570 eV.

Löwdin population analysis, charges in e, atoms 1 to 2: atom 1 (C): 0.008, atom 2 (C): -0.431

Record 4
DFT (ωB97M-V/def2-TZVPD) results for a cluster of 7 separate species, C36H31Br3N6O10 in total in a non-equilibrium geometry.

XYZ file:
```
86
Properties=species:S:1:pos:R:3:forces:R:3
O -19.190 -10.056 -14.075 0.504 0.993 0.209
N -18.698 -9.155 -13.410 0.044 1.146 -0.824
O -18.198 -8.096 -13.882 -1.067 -2.552 1.483
C -18.745 -9.392 -11.935 1.156 -0.657 -0.071
C -17.748 -8.900 -11.122 0.150 1.484 -1.953
C -17.642 -9.220 -9.800 0.546 1.052 -0.366
C -18.560 -10.061 -9.265 -1.737 0.417 1.074
C -19.593 -10.573 -10.058 0.936 -0.456 0.996
C -19.601 -10.329 -11.398 -1.416 -0.197 -0.992
H -17.147 -8.119 -11.564 0.422 -0.056 0.035
H -16.947 -8.603 -9.250 0.142 -0.482 0.477
H -18.688 -10.006 -8.194 0.257 -0.842 0.250
H -20.352 -11.210 -9.628 -0.020 0.010 0.054
H -20.381 -10.811 -11.968 0.103 0.145 -0.391
O -12.888 -5.723 -27.339 -0.202 0.611 1.469
N -12.726 -4.886 -26.454 -0.109 0.210 0.278
O -12.004 -3.907 -26.584 -0.737 -0.701 0.691
C -13.524 -5.044 -25.099 0.010 -1.148 1.294
C -13.437 -4.145 -23.996 -1.969 0.589 -1.543
C -14.443 -4.190 -22.957 1.195 -1.659 -1.520
C -15.198 -5.384 -22.831 0.587 0.951 -0.341
C -15.073 -6.404 -23.756 0.674 0.610 -1.535
C -14.281 -6.211 -24.926 -0.037 0.301 0.264
H -12.841 -3.282 -24.254 0.126 0.370 0.717
H -14.661 -3.363 -22.297 0.528 0.048 0.078
H -15.923 -5.502 -22.039 0.000 0.161 0.135
H -15.706 -7.275 -23.673 0.185 -0.176 -0.013
H -14.234 -6.938 -25.724 -0.246 -0.176 0.040
O -13.854 -2.780 -17.127 -1.192 1.937 0.901
N -14.137 -1.665 -16.639 1.571 -0.533 -0.255
O -13.270 -0.852 -16.300 -1.454 -0.824 -0.346
C -15.557 -1.267 -16.449 -1.944 0.595 -0.148
C -15.964 0.025 -16.021 1.257 -1.750 1.031
C -17.298 0.278 -15.771 1.388 0.987 0.879
C -18.306 -0.600 -16.064 -0.486 0.403 -0.939
C -17.947 -1.827 -16.549 0.187 -0.412 -0.416
C -16.607 -2.163 -16.686 1.388 -0.672 -0.189
H -15.249 0.673 -15.535 0.287 0.264 -0.610
H -17.386 1.156 -15.147 -0.885 0.389 -0.420
H -19.334 -0.270 -16.105 -0.161 -0.169 0.597
H -18.701 -2.528 -16.875 0.016 -0.173 0.151
H -16.345 -3.174 -16.962 0.018 -0.056 -0.241
O -11.866 -9.687 -5.849 1.973 -3.326 -0.209
N -11.290 -10.808 -6.027 -0.076 0.586 1.307
O -10.547 -11.412 -5.211 -1.958 1.844 -1.902
C -11.558 -11.495 -7.326 -0.624 1.393 -1.096
C -11.318 -12.843 -7.554 -0.385 -0.595 1.244
C -11.725 -13.421 -8.731 -0.623 1.637 -2.507
C -12.255 -12.601 -9.784 1.210 -0.753 1.121
C -12.424 -11.229 -9.605 0.684 -1.735 -0.018
C -12.091 -10.709 -8.367 -0.576 0.406 0.110
H -10.975 -13.485 -6.756 0.361 0.193 0.126
H -11.574 -14.432 -9.080 0.191 -0.303 0.906
H -12.331 -13.129 -10.723 -0.555 0.352 -0.267
H -12.706 -10.596 -10.434 -0.247 0.101 0.151
H -12.387 -9.671 -8.332 0.617 0.202 1.028
O -20.949 -7.119 -24.872 1.148 1.058 -0.779
N -22.052 -7.544 -25.006 -2.958 -0.109 -1.776
O -22.882 -7.257 -25.936 2.331 -0.754 2.436
C -22.455 -8.477 -23.965 -1.433 -1.097 2.053
C -23.706 -9.178 -24.018 1.433 0.484 1.057
C -24.060 -10.056 -22.965 2.082 -0.309 -0.231
C -23.133 -10.339 -21.888 -0.723 1.620 -2.270
C -21.969 -9.556 -21.845 -0.258 0.238 -0.025
C -21.627 -8.597 -22.817 -1.000 -1.414 -1.034
H -24.336 -8.999 -24.878 -0.107 -0.145 0.036
H -24.912 -10.700 -23.127 -0.273 0.179 0.287
H -23.343 -11.146 -21.201 0.048 0.185 0.193
H -21.262 -9.639 -21.033 -0.037 -0.320 0.155
H -20.644 -8.154 -22.752 -0.249 0.383 -0.093
Br -14.028 -9.589 -16.155 -0.543 0.903 -1.593
C -14.551 -8.589 -17.916 1.003 -0.655 1.263
Br -16.002 -9.539 -18.774 0.852 0.406 0.075
Br -12.854 -8.278 -18.914 -1.444 -0.352 0.389
H -14.914 -7.619 -17.579 0.136 -0.318 -0.142
C -12.293 -13.016 -21.169 -0.314 1.564 -1.169
C -11.835 -13.094 -19.895 1.882 -2.940 0.724
C -11.033 -14.295 -19.588 -1.731 1.406 0.440
N -10.816 -15.315 -20.401 -0.773 1.179 -1.587
C -11.396 -15.135 -21.624 -0.439 0.070 -0.747
C -12.138 -14.046 -22.083 0.878 -1.337 1.658
H -12.629 -12.055 -21.531 -0.833 0.075 0.121
H -12.078 -12.364 -19.137 0.387 0.135 -0.044
H -10.658 -14.435 -18.585 0.170 0.194 0.184
H -11.323 -15.855 -22.426 0.591 -0.949 0.554
H -12.618 -14.168 -23.043 0.170 0.633 -0.117
```
Forces are in eV/Å.

Its total energy is -10192.76081 hartree. The SMILES is O=[N+]([O-])c1ccccc1.O=[N+]([O-])c1ccccc1.O=[N+]([O-])c1ccccc1.O=[N+]([O-])c1ccccc1.O=[N+]([O-])c1ccccc1.BrC(Br)Br.c1ccncc1. The frontier orbital gap comes out at 8.54 eV. The value obtained for the HOMO energy is -9.500 eV.

Löwdin population analysis, charges in e, atoms 1 to 2: atom 1 (O): 0.076, atom 2 (N): -0.308

Record 5
DFT (ωB97M-V/def2-TZVPD) results for a structure of composition C55H65N10O2S in a non-equilibrium geometry.

XYZ file:
```
133
Properties=species:S:1:pos:R:3:forces:R:3
C 1.666 1.801 -0.779 0.635 -0.323 0.001
C 0.456 2.316 -0.809 -0.389 -0.242 0.186
S 0.006 3.229 -2.234 -0.051 0.219 -0.513
C -1.347 4.251 -1.629 -0.334 0.147 0.297
C -2.564 3.575 -0.971 -0.028 0.040 -0.053
C -3.830 3.499 -1.842 0.160 0.072 0.043
C -4.949 2.737 -1.123 -0.243 -0.033 -0.151
C -4.796 1.219 -1.259 -0.358 -0.222 -0.168
N -5.912 0.451 -0.720 -1.277 2.417 -3.287
C -0.620 2.024 -3.423 -0.043 -0.475 -0.009
C -1.544 0.928 -2.900 -0.222 0.256 -0.280
C -0.925 -0.170 -2.076 0.528 0.988 -1.848
O -1.253 -0.397 -0.971 -0.604 -0.856 2.163
O 0.017 -0.838 -2.755 -0.014 -0.730 -0.433
H 2.345 1.862 -1.631 0.021 0.170 0.262
H 2.021 1.266 0.097 -0.116 -0.061 -0.160
H -0.302 2.175 -0.044 0.204 0.182 -0.003
H -0.800 4.869 -0.906 -0.158 0.024 -0.148
H -1.646 4.892 -2.465 0.167 -0.074 0.031
H -2.834 4.174 -0.093 0.196 -0.157 -0.059
H -2.279 2.586 -0.602 -0.173 0.054 0.081
H -3.630 3.017 -2.812 0.026 0.110 0.150
H -4.134 4.529 -2.067 -0.018 -0.153 0.013
H -5.930 2.988 -1.549 0.237 0.050 0.064
H -4.986 3.024 -0.065 -0.009 -0.042 -0.089
H -4.673 1.019 -2.334 0.120 -0.058 0.067
H -3.879 0.878 -0.753 0.099 0.296 -0.172
H -6.339 -0.139 -1.423 -0.071 0.254 -0.299
H -5.579 -0.162 0.025 -0.508 0.203 -0.611
H -1.079 2.622 -4.217 0.140 -0.046 0.152
H 0.300 1.606 -3.850 -0.184 0.130 0.000
H -1.991 0.459 -3.786 0.088 0.037 0.138
H -2.355 1.318 -2.298 -0.086 0.126 -0.102
H 0.052 -1.761 -2.444 0.313 0.390 0.227
N 4.687 0.202 -2.795 -0.046 0.082 0.028
C 4.186 -0.678 -1.930 -0.143 0.015 -0.001
C 4.949 -1.413 -1.039 0.050 0.027 -0.034
C 6.325 -1.236 -1.049 0.047 -0.003 0.032
C 6.863 -0.327 -1.948 -0.014 -0.013 0.017
C 6.009 0.366 -2.793 0.008 -0.014 0.005
H 3.105 -0.795 -1.962 0.008 -0.058 0.041
H 4.482 -2.109 -0.356 0.000 -0.017 -0.013
H 6.954 -1.801 -0.371 -0.022 -0.032 -0.005
H 7.930 -0.155 -1.995 0.004 0.005 -0.007
H 6.401 1.085 -3.504 0.009 -0.003 0.005
N 7.635 -3.664 1.326 -0.024 0.076 -0.033
C 8.952 -3.729 1.512 -0.012 -0.004 -0.005
C 9.540 -4.256 2.652 -0.004 -0.015 0.018
C 8.719 -4.740 3.657 0.019 0.001 -0.011
C 7.347 -4.679 3.479 -0.013 0.027 -0.071
C 6.859 -4.135 2.301 0.010 -0.014 0.005
H 9.568 -3.343 0.706 0.006 -0.004 0.007
H 10.617 -4.284 2.744 0.003 0.005 -0.007
H 9.126 -5.160 4.567 -0.013 -0.003 0.009
H 6.679 -5.047 4.244 0.009 0.015 0.027
H 5.789 -4.075 2.128 0.001 0.002 0.010
N 0.433 3.316 -6.063 0.004 0.097 0.046
C 1.075 4.483 -6.136 -0.001 -0.016 -0.023
C 1.605 4.992 -7.309 0.011 -0.013 -0.016
C 1.466 4.252 -8.473 -0.009 -0.005 0.022
C 0.803 3.037 -8.416 -0.014 0.092 -0.008
C 0.307 2.618 -7.192 -0.005 -0.034 0.026
H 1.172 5.037 -5.207 0.001 0.008 -0.006
H 2.116 5.945 -7.307 0.002 0.003 0.005
H 1.872 4.614 -9.409 -0.002 0.004 -0.004
H 0.684 2.413 -9.289 0.052 -0.038 0.011
H -0.214 1.669 -7.116 0.007 -0.003 -0.009
N -5.114 -0.739 1.059 2.154 -2.710 4.253
C -3.797 -0.945 1.112 0.225 -0.029 0.138
C -3.141 -1.359 2.259 -0.023 0.021 -0.046
C -3.887 -1.574 3.409 -0.045 0.030 0.007
C -5.256 -1.363 3.364 0.109 0.015 -0.067
C -5.821 -0.946 2.168 0.155 -0.438 0.321
H -3.239 -0.750 0.203 -0.047 -0.177 0.076
H -2.070 -1.509 2.246 -0.010 0.003 -0.014
H -3.410 -1.898 4.325 0.004 -0.001 0.001
H -5.878 -1.511 4.236 -0.004 0.012 0.012
H -6.889 -0.766 2.099 1.160 -0.549 0.236
N -9.806 -0.678 3.238 0.056 -0.057 -0.110
C -8.972 -0.668 2.201 -0.504 0.126 0.074
C -8.244 0.447 1.807 -0.925 0.630 -0.150
C -8.405 1.621 2.527 0.027 -0.021 -0.054
C -9.272 1.628 3.608 0.012 -0.054 0.039
C -9.942 0.456 3.922 -0.101 0.087 0.046
H -8.874 -1.605 1.663 -0.002 -0.030 -0.011
H -7.568 0.395 0.966 -0.252 0.331 -0.223
H -7.854 2.512 2.255 -0.012 -0.007 -0.030
H -9.420 2.516 4.206 -0.003 -0.004 0.003
H -10.615 0.419 4.772 -0.007 0.024 -0.014
N 1.681 5.442 1.618 -0.025 -0.009 0.020
C 2.177 5.339 0.388 -0.090 -0.015 0.084
C 3.421 5.812 0.007 0.005 0.010 0.018
C 4.200 6.438 0.969 -0.026 -0.010 0.009
C 3.699 6.557 2.255 0.011 0.001 -0.009
C 2.439 6.045 2.531 0.011 0.002 -0.021
H 1.526 4.835 -0.318 0.133 0.042 -0.162
H 3.768 5.694 -1.010 -0.005 0.002 -0.003
H 5.179 6.826 0.719 0.003 0.002 0.001
H 4.271 7.039 3.035 0.000 -0.001 0.005
H 2.019 6.120 3.527 0.007 0.007 0.001
N 7.379 -6.216 6.479 -0.014 -0.038 -0.002
C 8.309 -6.606 7.349 0.009 0.027 0.001
C 8.166 -7.700 8.188 -0.018 -0.010 0.005
C 6.991 -8.431 8.126 0.002 0.018 -0.013
C 6.012 -8.037 7.228 0.013 -0.011 0.017
C 6.256 -6.930 6.430 0.008 -0.008 0.007
H 9.215 -6.010 7.377 0.002 -0.009 0.005
H 8.959 -7.968 8.873 0.006 0.005 0.000
H 6.841 -9.291 8.765 0.000 -0.002 0.001
H 5.079 -8.575 7.143 -0.004 0.002 -0.006
H 5.509 -6.600 5.715 -0.003 -0.004 0.006
N -7.033 -0.122 6.764 0.035 -0.004 -0.036
C -7.814 -1.065 6.238 0.084 -0.001 0.083
C -8.137 -2.246 6.892 -0.011 -0.011 -0.016
C -7.623 -2.461 8.161 0.014 0.022 0.006
C -6.810 -1.488 8.720 -0.018 -0.023 -0.012
C -6.547 -0.342 7.984 -0.007 0.011 -0.002
H -8.199 -0.866 5.246 -0.023 -0.037 -0.005
H -8.780 -2.972 6.413 -0.007 0.002 -0.007
H -7.853 -3.368 8.705 -0.002 0.000 0.000
H -6.386 -1.610 9.708 0.000 0.007 0.001
H -5.917 0.441 8.394 -0.002 -0.010 0.002
N 1.849 0.139 -9.672 -0.065 -0.004 -0.032
C 1.422 -0.610 -10.688 0.023 -0.020 0.013
C 1.673 -1.969 -10.796 0.012 -0.013 0.010
C 2.410 -2.586 -9.798 -0.005 0.023 0.002
C 2.862 -1.819 -8.736 -0.004 -0.014 -0.015
C 2.555 -0.466 -8.720 0.006 0.019 0.007
H 0.852 -0.096 -11.454 -0.002 -0.009 -0.001
H 1.301 -2.526 -11.645 0.000 0.003 -0.006
H 2.630 -3.644 -9.848 0.001 -0.003 -0.001
H 3.444 -2.254 -7.935 0.004 0.004 0.004
H 2.895 0.165 -7.905 0.002 -0.008 0.001
```
Forces are in eV/Å.

Its total energy is -3230.66272 hartree. Its charge is +1. The frontier orbital gap comes out at 7.46 eV. The value obtained for the HOMO energy is -9.800 eV.

Löwdin population analysis, charges in e, atoms 1 to 2: atom 1 (C): 0.018, atom 2 (C): -0.367